# C30H75IN13O2P2S3

3 unconnected molecules or ions with the total composition C30H75IN13O2P2S3 in a non-equilibrium geometry (the ωB97M-V functional and the def2-TZVPD basis, the OMol25 dataset).

Last column: Mulliken charge in e.
Element x y z (Å)
C -2.075 -3.057 -1.962  -1.452
C -0.699 -3.044 -2.629  1.187
C 0.250 -4.022 -1.931  -0.556
C 1.524 -4.434 -2.717  -1.054
N 1.651 -3.844 -4.077  0.656
C 2.674 -2.774 -4.134  -1.801
C 1.982 -1.404 -4.043  -0.363
C 2.552 -0.344 -5.014  0.978
C 1.454 0.684 -5.284  -1.393
N 1.913 2.067 -5.569  -0.158
C 2.739 2.660 -4.661  0.131
N 2.148 3.133 -3.487  -0.357
S 2.116 1.998 -2.124  0.001
N 4.018 2.866 -4.857  -0.237
I 5.044 3.904 -3.393  0.327
C 4.707 2.433 -6.086  -0.303
C 6.130 1.886 -5.903  -0.757
C 6.169 0.344 -5.925  -0.157
C 7.608 -0.187 -5.948  -0.952
N 8.101 -0.474 -7.305  -0.322
C 8.984 0.492 -7.818  0.384
N 9.160 1.631 -7.287  -0.611
N 9.639 0.061 -9.035  -0.608
C 2.026 -4.896 -4.981  0.067
S 3.448 -5.681 -4.930  -0.147
S 0.851 -5.366 -6.186  -0.128
C -0.284 -3.947 -6.282  0.227
C -0.595 -3.654 -7.765  -0.576
C 0.521 -2.755 -8.322  -0.837
H -2.732 -2.312 -2.407  0.405
H -2.555 -4.034 -2.055  0.423
H -1.999 -2.852 -0.895  0.192
H -0.827 -3.247 -3.688  -0.477
H -0.316 -2.033 -2.470  -0.158
H 0.529 -3.556 -0.983  0.214
H -0.320 -4.909 -1.651  0.405
H 2.398 -4.250 -2.091  0.293
H 1.473 -5.512 -2.844  0.494
H 3.375 -2.855 -3.299  0.202
H 3.258 -2.870 -5.046  0.806
H 1.907 -1.020 -3.026  0.140
H 0.952 -1.565 -4.368  0.258
H 2.867 -0.886 -5.905  0.504
H 3.439 0.076 -4.532  -0.471
H 0.913 0.359 -6.171  0.395
H 0.741 0.684 -4.463  0.410
H 2.209 2.206 -6.524  0.453
H 1.172 3.268 -3.740  0.511
H 3.188 1.251 -2.437  0.137
H 4.131 1.701 -6.647  0.387
H 4.773 3.315 -6.728  0.332
H 6.661 2.298 -5.050  0.220
H 6.687 2.201 -6.785  0.243
H 5.688 -0.006 -5.008  0.058
H 5.588 0.017 -6.789  0.255
H 8.285 0.441 -5.381  0.433
H 7.573 -1.151 -5.435  0.404
H 7.323 -0.504 -7.955  0.272
H 9.847 2.157 -7.817  0.220
H 9.286 0.667 -9.769  0.301
H 10.633 0.241 -8.967  0.293
H -1.190 -4.156 -5.719  0.387
H 0.204 -3.068 -5.874  -0.552
H -1.526 -3.088 -7.774  0.334
H -0.674 -4.571 -8.343  0.381
H 0.368 -1.738 -7.953  0.082
H 1.499 -3.083 -7.968  0.248
H 0.480 -2.756 -9.409  0.404
O -2.937 -0.797 0.416  -0.793
P -3.132 -0.239 1.801  0.388
N -3.899 1.258 1.446  0.278
C -3.317 2.571 1.337  -0.892
C -5.259 1.167 0.945  -1.091
N -1.483 -0.148 2.274  0.324
C -0.830 0.978 2.908  -0.989
C -0.525 -0.826 1.405  -1.122
N -3.649 -0.260 3.485  0.199
C -4.497 -1.425 3.798  -0.973
C -4.161 0.906 4.179  -0.926
H -3.893 3.290 1.937  0.359
H -3.296 2.941 0.303  0.319
H -2.303 2.614 1.725  0.175
H -5.981 1.039 1.765  0.240
H -5.376 0.323 0.260  0.272
H -5.538 2.068 0.399  0.425
H -0.618 1.790 2.201  0.354
H 0.130 0.665 3.326  0.370
H -1.391 1.367 3.757  0.196
H -0.295 -0.237 0.504  0.334
H -0.895 -1.797 1.092  0.227
H 0.407 -1.001 1.948  0.445
H -5.495 -1.335 3.351  0.361
H -4.611 -1.552 4.875  0.290
H -4.043 -2.339 3.404  0.307
H -5.177 1.191 3.873  0.115
H -3.515 1.775 4.080  0.254
H -4.188 0.681 5.249  0.572
O -3.894 1.200 7.635  -0.757
P -3.861 1.972 8.929  0.415
N -2.575 1.178 9.744  0.236
C -2.639 0.129 10.734  -0.889
C -1.247 1.401 9.201  -1.059
N -5.439 1.619 9.483  0.234
C -5.810 1.191 10.817  -1.040
C -6.339 0.990 8.515  -0.950
N -3.785 3.416 9.946  0.114
C -3.475 4.633 9.176  -0.974
C -3.089 3.460 11.217  -0.973
H -2.014 0.389 11.598  0.378
H -2.291 -0.837 10.348  0.326
H -3.641 -0.013 11.128  0.159
H -0.823 2.355 9.552  0.238
H -1.262 1.423 8.107  0.240
H -0.562 0.609 9.499  0.425
H -5.568 0.138 10.999  0.391
H -6.888 1.294 10.955  0.383
H -5.369 1.810 11.598  0.198
H -6.141 -0.084 8.408  0.306
H -6.252 1.454 7.538  0.259
H -7.374 1.118 8.836  0.362
H -2.430 4.650 8.841  0.331
H -3.664 5.533 9.762  0.343
H -4.107 4.684 8.283  0.306
H -1.996 3.474 11.125  0.264
H -3.369 2.640 11.874  0.257
H -3.396 4.375 11.728  0.434

The total energy is -4224.9071 hartree. The calculation puts the HOMO energy at -9.3 eV. The total charge is +1.